Here is a molecular structure, C5H8O in a non-equilibrium geometry from OMol25. Energies are from ωB97M-V/def2-TZVPD.

Net charge = 0
ΔE to the lowest compared entry with this formula, charge and spin = 3.353 eV
Kohn-Sham gap = 10.29 eV
DFT total energy = -270.4347 hartree
2S+1 = 1
HOMO level = -9.228 eV

```
14
C5H8O | OMol25 | ωB97M-V/def2-TZVPD
C 0.07 0.52 1.54
C 0.10 0.13 0.09
C 1.29 -0.21 -0.78
C 0.09 0.36 -1.43
O -0.85 -0.71 -1.63
C -1.12 -0.66 -0.21
H -0.73 1.22 1.79
H 1.01 0.82 2.00
H -0.30 -0.47 1.95
H 2.11 0.51 -0.67
H 1.59 -1.22 -1.02
H -0.04 1.24 -2.05
H -1.24 -1.53 0.50
H -1.99 0.00 -0.09
```

Let us look at the Mulliken charges, expressed in e, one per atom: C -1.138; C 0.597; C -0.682; C -0.168; O -0.417; C -0.541; H 0.284; H 0.331; H 0.260; H 0.270; H 0.211; H 0.371; H 0.376; H 0.247